(1)
Below is C27H28NOPPtS2 as an isolated structure, with properties calculated with the ωB97M-V functional and the def2-TZVPD basis.

ORCA input file:
```
! RIJCOSX wB97M-V def2-TZVPD def2/J DEFGRID3
* xyz 0 1
Pt -0.118 -1.044 -1.381
C 3.379 -0.701 1.558
C 2.685 -0.192 2.645
C 1.306 -0.294 2.661
C 0.645 -0.901 1.591
N 1.330 -1.381 0.538
C 2.653 -1.283 0.533
C -0.816 -0.996 1.505
C -1.619 -1.013 2.646
C -2.995 -0.997 2.530
C -3.581 -0.938 1.277
C -2.789 -0.946 0.139
C -1.403 -1.023 0.225
H 4.456 -0.645 1.504
H 3.207 0.274 3.469
H 0.741 0.120 3.481
H 3.162 -1.702 -0.324
H -1.164 -1.039 3.625
H -3.613 -1.009 3.415
H -4.656 -0.879 1.180
H -3.268 -0.867 -0.829
S 0.449 1.604 -3.284
P 0.341 1.454 -1.202
S 0.339 -0.416 -3.683
C -1.060 2.535 -0.737
C -1.387 3.656 -1.493
C -2.313 4.564 -1.008
C -2.913 4.355 0.224
C -2.607 3.225 0.964
C -1.679 2.319 0.487
C 1.676 2.551 -0.614
C 2.903 2.569 -1.273
C 3.941 3.333 -0.779
C 3.774 4.065 0.387
C 2.567 4.017 1.067
C 1.529 3.249 0.583
H -0.903 3.822 -2.447
H -2.548 5.452 -1.579
H -3.611 5.079 0.615
H -3.075 3.059 1.924
H -1.422 1.443 1.063
H 3.028 1.994 -2.182
H 4.883 3.358 -1.309
H 4.583 4.673 0.761
H 2.430 4.582 1.977
H 0.595 3.206 1.126
C 1.532 -3.604 -2.662
C 0.731 -4.388 -1.645
O -0.506 -3.734 -1.459
C -1.334 -4.394 -0.516
C -2.793 -4.202 -0.892
H 2.511 -4.050 -2.812
H 1.641 -2.575 -2.299
H 0.998 -3.574 -3.608
H 1.274 -4.451 -0.690
H 0.540 -5.414 -2.002
H -1.136 -3.994 0.488
H -1.090 -5.465 -0.517
H -2.960 -3.159 -1.136
H -3.433 -4.486 -0.062
H -3.044 -4.802 -1.763
*
```

Properties
energy relative to the best compared isomer or geometry (same formula, charge and spin): 233.8 kJ/mol
gap between HOMO and LUMO (spin up / spin down): 0.231 / 0.229 hartree
lowest unoccupied orbital energy (spin up / spin down): -0.417 / -0.427 eV
F_max: 0.034 hartree/bohr

---

(2)
Below is one molecule with the formula C4H4S, with properties calculated with the ωB97M-V functional and the def2-TZVPD basis.

ORCA input file:
```
! RIJCOSX wB97M-V def2-TZVPD def2/J DEFGRID3
* xyz 0 1
C -1.777 1.022 -0.014
C -0.569 0.434 0.025
C 1.339 -1.011 -0.053
C 0.748 0.181 -0.081
S -2.207 -0.613 -0.073
H -2.181 2.001 -0.093
H 2.351 -0.999 0.260
H 0.962 -2.067 -0.065
H 1.334 1.053 0.094
*
```

Properties
energy relative to the best compared isomer or geometry (same formula, charge and spin): 341.9 kJ/mol
gap between HOMO and LUMO: 0.274 hartree
lowest unoccupied orbital energy: 0.044 eV
F_max: 0.137 hartree/bohr

---

(3)
Below is a 8-piece molecular cluster, C24H46FO33PS9 overall, with properties calculated with the ωB97M-V functional and the def2-TZVPD basis.

ORCA input file:
```
! RIJCOSX wB97M-V def2-TZVPD def2/J DEFGRID3
* xyz 0 1
C -2.795 1.234 2.055
C -1.781 0.665 1.051
C -2.121 0.937 -0.437
C -0.934 0.359 -1.230
O -1.209 0.300 -2.625
C 0.013 -0.018 -3.312
C -3.476 0.337 -0.827
C -3.466 -1.211 -1.010
C -4.392 -1.887 -0.013
O -5.580 -1.967 -0.088
F -3.726 -2.477 1.036
C -4.105 0.989 -2.074
S -4.447 2.720 -1.672
O -4.338 3.565 -2.818
O -5.747 2.764 -1.081
O -3.369 3.105 -0.528
C -2.112 2.462 -0.792
P -0.685 3.432 -0.103
S -0.911 4.105 1.708
H -3.153 2.234 1.807
H -3.653 0.569 2.212
H -2.289 1.301 3.022
H -0.779 1.022 1.315
H -1.757 -0.430 1.167
H -0.003 0.916 -1.064
H -0.738 -0.670 -0.885
H 0.672 -0.598 -2.652
H -0.168 -0.612 -4.201
H 0.531 0.922 -3.542
H -4.188 0.551 -0.019
H -2.489 -1.676 -0.883
H -3.898 -1.436 -1.986
H -5.016 0.478 -2.387
H -3.427 1.003 -2.933
H -1.987 2.480 -1.891
H 0.548 2.757 -0.182
H -0.563 4.558 -0.949
C -1.214 2.597 7.664
C -2.507 2.933 6.953
O -2.211 2.757 5.564
S -1.135 1.575 5.392
O -1.821 0.374 5.084
O -0.055 2.057 4.610
O -0.669 1.498 6.929
H -0.506 3.427 7.616
H -1.373 2.315 8.702
H -2.838 3.950 7.146
H -3.303 2.235 7.223
C -1.680 -6.079 1.507
C -3.006 -5.821 0.825
O -2.739 -6.020 -0.568
S -1.612 -7.153 -0.741
O -2.246 -8.391 -1.008
O -0.584 -6.636 -1.567
O -1.101 -7.170 0.784
H -1.013 -5.217 1.418
H -1.796 -6.338 2.556
H -3.379 -4.817 1.003
H -3.760 -6.549 1.134
C 3.282 6.298 -3.231
C 2.313 6.696 -2.141
O 1.985 5.460 -1.489
S 3.260 4.472 -1.540
O 3.956 4.569 -0.310
O 2.837 3.230 -2.081
O 4.092 5.267 -2.650
H 2.761 5.874 -4.090
H 3.904 7.127 -3.557
H 1.419 7.174 -2.530
H 2.786 7.354 -1.408
C -3.435 -3.815 7.361
C -2.336 -4.154 8.347
O -1.346 -3.143 8.144
S -2.065 -1.763 7.721
O -2.209 -0.952 8.879
O -1.468 -1.276 6.534
O -3.505 -2.386 7.368
H -3.179 -4.140 6.351
H -4.393 -4.241 7.646
H -1.914 -5.141 8.179
H -2.692 -4.082 9.378
C 4.487 3.835 -7.562
C 3.683 2.604 -7.201
O 2.498 3.121 -6.586
S 2.115 4.526 -7.255
O 1.122 4.312 -8.241
O 1.951 5.475 -6.212
O 3.514 4.797 -7.994
H 5.005 4.240 -6.690
H 5.207 3.643 -8.354
H 4.210 1.943 -6.517
H 3.388 2.045 -8.092
C 4.584 -2.863 -4.656
C 3.548 -2.962 -3.558
O 3.058 -1.626 -3.398
S 3.091 -0.875 -4.809
O 1.801 -0.944 -5.394
O 3.786 0.351 -4.648
O 4.037 -1.913 -5.588
H 5.527 -2.466 -4.277
H 4.764 -3.817 -5.145
H 3.963 -3.332 -2.626
H 2.712 -3.597 -3.860
C 4.683 -2.755 2.497
C 3.317 -2.440 1.925
O 3.472 -2.619 0.511
S 4.540 -3.783 0.233
O 3.839 -4.990 -0.012
O 5.521 -3.281 -0.662
O 5.166 -3.852 1.707
H 5.370 -1.916 2.373
H 4.639 -3.034 3.546
H 2.993 -1.427 2.149
H 2.565 -3.148 2.278
*
```

Properties
gap between HOMO and LUMO: 0.297 hartree
lowest unoccupied orbital energy: -0.251 eV
F_max: 0.053 hartree/bohr